# 1
{
  "formula": "C6H12O",
  "method": "ωB97M-V with the def2-TZVPD basis set",
  "smiles": "CCO[C@H]1C[C@H]1C",
  "e_above_lowest_kj_mol": 168.8,
  "molar_mass_g_mol": 100.2,
  "e_homo_ev": -9.3321,
  "e_lumo_ev": 1.14,
  "e_tot_ev": -8462.6049,
  "elements": ["C", "C", "O", "C", "C", "C", "C", "H", "H", "H", "H", "H", "H", "H", "H", "H", "H", "H", "H"],
  "coordinates": [[2.455, 0.802, 0.003], [1.534, -0.360, -0.280], [0.667, -0.400, 0.823], [-0.482, -1.112, 0.543], [-1.792, -0.751, 1.141], [-1.516, -0.467, -0.339], [-1.393, 1.014, -0.704], [2.869, 0.650, 1.003], [1.868, 1.731, 0.008], [3.254, 0.886, -0.737], [2.044, -1.333, -0.364], [0.998, -0.199, -1.236], [-0.369, -2.187, 0.362], [-1.806, 0.141, 1.769], [-2.385, -1.548, 1.594], [-1.787, -1.088, -1.196], [-0.865, 1.230, -1.652], [-2.410, 1.398, -0.819], [-0.884, 1.594, 0.081]],
  "lowdin_charge": [-0.070, -0.290, -0.107, -0.352, -0.047, -0.261, -0.077, 0.080, 0.078, 0.075, 0.125, 0.118, 0.152, 0.113, 0.101, 0.131, 0.077, 0.073, 0.081]
}

=====

# 2
{
  "formula": "C6H12O",
  "method": "ωB97M-V with the def2-TZVPD basis set",
  "e_above_lowest_kj_mol": 387.0,
  "molar_mass_g_mol": 100.2,
  "e_homo_ev": -8.1427,
  "e_lumo_ev": 0.76,
  "e_tot_ev": -8460.3433,
  "elements": ["C", "C", "C", "C", "C", "C", "O", "H", "H", "H", "H", "H", "H", "H", "H", "H", "H", "H", "H"],
  "coordinates": [[-0.736, -0.564, 1.765], [-0.124, 0.366, 0.720], [-0.457, 1.844, 1.029], [-0.757, 0.260, -0.626], [0.255, 0.345, -1.701], [0.509, -1.191, -1.685], [1.722, -1.458, -1.018], [-0.468, -1.608, 1.563], [-0.372, -0.318, 2.770], [-1.829, -0.490, 1.754], [0.973, 0.256, 0.722], [-0.095, 2.091, 2.032], [-1.539, 2.010, 0.994], [0.019, 2.526, 0.315], [-0.342, -1.684, -1.176], [-0.129, 0.669, -2.673], [1.214, 0.840, -1.482], [0.508, -1.574, -2.712], [1.648, -2.320, -0.592]],
  "lowdin_charge": [-0.083, -0.503, -0.071, 0.031, -0.211, -0.268, -0.057, 0.070, 0.076, 0.081, 0.128, 0.085, 0.082, 0.081, 0.116, 0.101, 0.120, 0.126, 0.095]
}

=====

# 3
{
  "formula": "C6H12O",
  "method": "ωB97M-V with the def2-TZVPD basis set",
  "smiles": "CC(C)[C@H]1O[C@H]1C",
  "e_above_lowest_kj_mol": 106.6,
  "molar_mass_g_mol": 100.2,
  "e_homo_ev": -10.0379,
  "e_lumo_ev": 1.12,
  "e_tot_ev": -8463.2495,
  "elements": ["C", "C", "C", "C", "O", "C", "C", "H", "H", "H", "H", "H", "H", "H", "H", "H", "H", "H", "H"],
  "coordinates": [[-1.923, -1.064, -0.546], [-0.777, -0.086, -0.281], [-1.266, 1.159, 0.459], [0.323, -0.796, 0.478], [1.262, -1.525, -0.306], [1.737, -0.410, 0.443], [2.270, 0.782, -0.309], [-2.688, -0.618, -1.192], [-1.553, -1.975, -1.027], [-2.408, -1.351, 0.396], [-0.357, 0.215, -1.246], [-1.779, 0.887, 1.389], [-1.977, 1.720, -0.157], [-0.440, 1.833, 0.714], [-0.018, -1.336, 1.368], [2.346, -0.708, 1.300], [1.611, 1.080, -1.127], [3.256, 0.561, -0.730], [2.380, 1.631, 0.375]],
  "lowdin_charge": [-0.070, -0.396, -0.063, -0.266, -0.008, -0.303, -0.039, 0.079, 0.084, 0.082, 0.131, 0.082, 0.081, 0.075, 0.153, 0.139, 0.076, 0.081, 0.082]
}